1.
# C54H58N5O3P2STeTl

A structure of composition C54H58N5O3P2STeTl (ωB97M-V/def2-TZVPD, the Open Molecules 2025 dataset).

Geometry (Å):
Tl1 -0.351067 -0.033893 0.113647
O1 -3.442131 -1.969006 6.588835
C1 -3.811753 -2.386885 5.474708
O2 -4.600098 -3.299686 5.174951
C2 -3.176019 -1.654106 4.272285
C3 -3.522158 -1.961455 2.969132
C4 -2.897654 -1.306854 1.906954
N1 -1.971026 -0.372831 2.120101
C5 -1.650975 -0.044693 3.376929
C6 -2.226938 -0.657709 4.472624
C7 -0.658968 1.058041 3.556156
C8 0.083772 1.163785 4.733080
C9 0.944812 2.231880 4.894561
C10 1.054222 3.167836 3.877986
C11 0.300730 2.968150 2.734066
N2 -0.535589 1.948136 2.565647
C12 -3.223466 -1.626538 0.471642
C13 -4.010191 -2.718945 0.181375
C14 -4.375218 -2.907726 -1.173262
C15 -3.955353 -2.067092 -2.142733
C16 -3.022794 -0.982554 -1.809423
N3 -2.720143 -0.790908 -0.450235
H1 -4.283322 -2.712799 2.826177
H2 -1.999589 -0.387135 5.494317
H3 -0.012249 0.411484 5.502545
H4 1.533887 2.324606 5.798273
H5 1.717617 4.018796 3.955878
H6 0.374709 3.662025 1.902850
H7 -4.372124 -3.379843 0.949613
H8 -5.024264 -3.735242 -1.439074
H9 -4.250312 -2.210117 -3.172865
H10 -2.917909 0.916480 -1.903502
C17 -1.375891 3.405578 -3.340434
P1 -0.783631 2.461067 -1.880403
C18 -1.515909 3.485732 -0.544667
C19 0.973457 2.994535 -1.778235
C20 1.820677 2.432030 -2.917894
P2 1.874656 0.578584 -2.964614
C21 2.761777 0.381216 -4.563599
C22 3.280788 0.267128 -1.822189
H11 -2.466307 3.396043 -3.344034
H12 -1.046724 2.931479 -4.265332
H13 -1.028865 4.442547 -3.316998
H14 -1.161467 4.520382 -0.575907
H15 -1.299354 3.052641 0.434166
H16 -2.601276 3.483769 -0.659066
H17 1.357023 2.649794 -0.811709
H18 1.002053 4.091019 -1.781599
H19 2.844045 2.822529 -2.866595
H20 1.408634 2.755607 -3.879581
H21 3.629343 1.042818 -4.642528
H22 2.081882 0.580763 -5.393017
H23 3.099136 -0.652720 -4.653770
H24 4.114269 0.955567 -1.994456
H25 3.634548 -0.755332 -1.966171
H26 2.947628 0.358840 -0.787959
C23 6.766868 -7.146672 -2.061453
C24 5.595484 -6.204495 -1.985762
C25 4.806774 -6.124987 -0.846924
C26 3.722578 -5.258531 -0.761668
C27 2.928732 -5.231676 0.514662
C28 3.397542 -4.444123 -1.858999
Te1 1.772684 -3.053410 -1.747083
N4 -0.620776 -1.687457 -2.010320
C29 -1.574543 -1.337743 -2.683112
O3 -3.427889 0.255642 -2.396179
C30 -1.548956 -1.237446 -4.182806
C31 -2.642233 -0.845137 -4.950337
C32 -2.539736 -0.787254 -6.334209
C33 -1.349672 -1.110268 -6.968952
C34 -0.252667 -1.493366 -6.207822
C35 -0.354209 -1.556005 -4.827455
C36 0.263016 -4.511413 -1.468073
C37 -0.494502 -4.537770 -0.296227
C38 -0.260287 -3.663370 0.906205
C39 -1.576603 -5.417879 -0.214479
C40 -1.921513 -6.254579 -1.256475
C41 -3.107660 -7.174143 -1.156533
C42 -1.147662 -6.213798 -2.413076
C43 -0.069426 -5.352922 -2.543957
C44 0.690866 -5.338190 -3.842602
C45 4.191093 -4.507483 -3.014812
C46 3.961739 -3.672807 -4.252584
C47 5.272804 -5.386085 -3.054218
H27 6.901168 -7.684499 -1.123299
H28 7.692550 -6.609604 -2.276344
H29 6.628370 -7.885302 -2.853364
H30 5.043769 -6.751701 0.006611
H31 3.418085 -5.827443 1.285083
H32 1.924855 -5.629909 0.360061
H33 2.810893 -4.211025 0.883339
H34 -3.562676 -0.550983 -4.471997
H35 -3.400406 -0.479357 -6.914842
H36 -1.278849 -1.065926 -8.048696
H37 0.685108 -1.745924 -6.687115
H38 0.497436 -1.855296 -4.228067
H39 0.574829 -2.978020 0.770567
H40 -0.056171 -4.277076 1.787166
H41 -1.160211 -3.085698 1.121741
H42 -2.175755 -5.416014 0.689979
H43 -3.692158 -6.964653 -0.261835
H44 -2.794303 -8.219784 -1.117543
H45 -3.762167 -7.061576 -2.022504
H46 -1.407938 -6.855237 -3.249208
H47 0.296381 -6.098129 -4.517057
H48 1.752399 -5.535151 -3.686024
H49 0.610353 -4.365216 -4.335293
H50 3.035680 -3.104603 -4.208546
H51 3.924152 -4.311321 -5.137612
H52 4.785419 -2.969271 -4.396241
H53 5.875499 -5.428216 -3.957099
S1 5.198627 3.043478 1.811588
C48 3.738026 3.004010 0.878705
N5 2.913125 2.051070 1.120322
C49 3.419398 1.231467 2.128271
C50 2.778460 0.102041 2.641111
C51 3.410948 -0.626710 3.623056
C52 4.664930 -0.237745 4.117123
C53 5.304444 0.883307 3.632379
C54 4.667206 1.613287 2.627689
H54 3.558788 3.761944 0.127602
H55 1.808554 -0.192330 2.263528
H56 2.926966 -1.505882 4.027057
H57 5.137627 -0.826742 4.891773
H58 6.271280 1.181536 4.013851

Cartesian forces (eV/Å) of the 2 atoms listed first:
-0.2 -0.1 0.0
0.1 0.0 0.0

Energy relative to the best compared isomer or geometry (same formula, charge and spin) in kJ/mol: 95.5
Gap between HOMO and LUMO (spin up / spin down) in eV: 5.9 / 5.9
Spin multiplicity: 2
⟨S²⟩: 0.76
Highest occupied orbital energy (spin up / spin down) in eV: -4.202 / -4.407
Total charge: -1

---

2.
# C8H14N4S

An isolated molecule of C8H14N4S in a non-equilibrium geometry (ωB97M-V/def2-TZVPD, the Open Molecules 2025 dataset).

Geometry (Å):
H1 -2.775521 2.267719 -1.886916
N1 -2.080408 1.615102 -2.291612
N2 -1.146607 1.606267 -1.421020
N3 -0.032776 1.046817 -1.793107
C1 0.107637 0.166552 -2.981912
C2 -0.489981 -1.229344 -2.711580
N4 0.949140 0.888567 -0.879442
S1 2.501458 1.091802 -1.447787
C3 0.715976 0.186283 0.583026
C4 1.957137 -0.006269 1.320816
C5 1.682822 -0.040123 2.811112
C6 0.508746 -0.309907 3.378736
C7 -0.820966 -0.313544 2.535705
C8 -0.622315 0.339006 1.133787
H2 1.083717 0.050457 -3.306355
H3 -0.516750 0.643926 -3.684740
H4 -1.413292 -1.215265 -2.216275
H5 -0.546177 -1.771940 -3.699381
H6 0.214608 -1.708470 -2.023756
H7 2.731376 0.753499 0.959242
H8 2.553151 -0.925614 1.149543
H9 2.602860 0.126408 3.334682
H10 0.523633 -0.362168 4.446015
H11 -1.268447 -1.385073 2.496814
H12 -1.527512 0.156537 3.117031
H13 -0.922902 1.417010 1.179648
H14 -1.287731 -0.079903 0.371547

Cartesian forces (eV/Å) of the 2 atoms listed first:
0.2 -0.7 -0.1
0.8 0.4 1.1

Energy relative to the best compared isomer or geometry (same formula, charge and spin) in kJ/mol: 571.1
Gap between HOMO and LUMO (spin up / spin down) in eV: 7.0 / 8.0
Highest occupied orbital energy (spin up / spin down) in eV: -7.716 / -7.931

---

3.
# C15H30ClO2P2Pm

A structure of composition C15H30ClO2P2Pm in a non-equilibrium geometry (ωB97M-V/def2-TZVPD, the Open Molecules 2025 dataset).

Geometry (Å):
C1 0.259776 -0.073296 -6.455743
C2 0.278618 0.056133 -4.982446
H1 1.258398 -0.051577 -6.900523
H2 -0.314603 0.764817 -6.894709
H3 -0.245389 -1.010824 -6.751348
O1 1.215590 0.164567 -4.180045
Cl1 -1.491897 -0.011683 -4.259804
Pm1 0.034465 -0.008952 -1.800617
P1 -0.116423 2.680069 -0.737087
C3 1.042518 3.946168 -0.085368
C4 -0.190201 3.335763 -2.467948
H4 -0.384311 4.418443 -2.332248
H5 -1.510357 4.573869 -0.476904
H6 -0.969298 2.846359 -3.076954
H7 -2.518551 3.060599 -0.661217
H8 2.054494 3.789298 -0.492966
H9 0.754955 3.177703 -3.006519
C5 -1.635910 3.517289 -0.192898
H10 0.608039 4.909882 -0.412369
H11 -1.722958 3.410744 0.896613
H12 1.059155 3.865363 1.013089
P2 0.137851 -2.626311 -0.407204
C6 1.367602 -3.641498 0.483347
C7 -1.303863 -3.459897 0.329327
H13 -0.656973 -3.242761 -2.660720
H14 -0.020640 -4.633074 -1.653394
H15 1.109891 -3.487445 -2.488298
C8 0.137664 -3.587952 -1.979157
H16 -2.228168 -3.172766 -0.184733
H17 -1.099254 -4.537789 0.228027
H18 1.033774 -4.681649 0.318652
H19 1.358754 -3.397307 1.554422
H20 -1.403180 -3.184867 1.385137
H21 2.374495 -3.480844 0.079161
C9 1.137275 0.024640 0.123210
O2 1.973968 0.161137 -0.813975
C10 -1.347162 0.689562 4.352511
C11 -0.158761 -0.045862 3.769666
C12 1.107694 0.672381 4.210905
C13 -0.111235 -1.442912 4.358244
C14 -0.185051 -0.102978 2.271938
C15 0.286246 0.021926 1.100709
H22 -1.378514 0.734596 5.439491
H23 -2.288767 0.251828 4.041458
H24 -1.374968 1.714542 4.006636
H25 1.251058 0.704123 5.292035
H26 1.975603 0.197174 3.754323
H27 1.113535 1.694368 3.833101
H28 -0.967593 -2.043427 4.068450
H29 0.759419 -1.980538 3.997626
H30 -0.066803 -1.477138 5.447127

Cartesian forces (eV/Å) of the 2 atoms listed first:
-0.2 0.2 -0.5
2.4 0.1 2.0

Gap between HOMO and LUMO (spin up / spin down) in eV: 6.3 / 6.3
Spin multiplicity: 5
⟨S²⟩: 6.05
Highest occupied orbital energy (spin up / spin down) in eV: -13.207 / -13.196
Total charge: +2

---

4.
# C8H16NP

A cluster of 2 separate species, C8H16NP in total in a non-equilibrium geometry (ωB97M-V/def2-TZVPD, the Open Molecules 2025 dataset).

Geometry (Å):
C1 2.838287 -2.871157 -0.288314
C2 -3.995084 -1.056338 -0.729708
C3 2.708417 1.455333 -1.134759
C4 2.469676 0.971722 1.195741
C5 -2.727824 -0.299927 -0.305898
C6 -1.701209 -1.076339 0.517905
C7 -0.501556 -0.196825 0.805224
C8 1.677838 1.292757 -0.028136
N1 2.117304 -1.910253 -0.338501
P1 0.505694 0.012141 -0.742216
H1 -4.394167 -0.221249 -1.387211
H2 -3.787702 -1.993379 -1.342334
H3 -4.513969 -1.329693 0.234605
H4 3.374146 0.640202 -1.057883
H5 2.354879 1.627191 -2.116755
H6 3.411950 2.359664 -0.974502
H7 2.876990 0.034967 1.080567
H8 1.909067 0.973380 2.102862
H9 3.294568 1.900112 1.294986
H10 -2.919605 0.670035 0.269750
H11 -2.181995 0.082444 -1.178422
H12 -2.246087 -1.457970 1.426083
H13 -1.310097 -1.983408 0.004515
H14 -0.796767 0.670168 1.321148
H15 0.352026 -0.620438 1.426733
H16 1.185212 2.326858 -0.055475

Cartesian forces (eV/Å) of the 2 atoms listed first:
-1.9 2.6 -0.1
0.8 0.8 -0.1

Energy relative to the best compared isomer or geometry (same formula, charge and spin) in kJ/mol: 262.4
Gap between HOMO and LUMO in eV: 7.8
Highest occupied orbital energy in eV: -9.545

---

5.
# C4H9N3O

An isolated molecule of C4H9N3O in a non-equilibrium geometry (ωB97M-V/def2-TZVPD, the Open Molecules 2025 dataset).

Geometry (Å):
C1 2.831577 -1.221649 0.130388
C2 1.430816 -0.652822 0.167567
N1 1.470701 0.765096 -0.224877
C3 0.405937 1.608249 -0.254986
N2 -0.704775 1.541999 0.372119
C4 -1.614403 0.537656 0.375422
N3 -1.656227 -0.423671 -0.450827
O1 -2.668864 -1.344774 -0.056726
H1 3.464945 -0.646441 0.841553
H2 2.780381 -2.257848 0.481177
H3 3.290503 -1.148618 -0.829214
H4 0.723295 -1.303176 -0.483066
H5 0.989663 -0.713864 1.144125
H6 2.109567 0.988446 -0.962559
H7 0.718781 2.588084 -0.721543
H8 -2.409692 0.543696 1.149665
H9 -2.407979 -2.104665 -0.551587

Cartesian forces (eV/Å) of the 2 atoms listed first:
0.0 0.4 1.9
-1.0 -0.7 -1.5

Energy relative to the best compared isomer or geometry (same formula, charge and spin) in kJ/mol: 318.8
Gap between HOMO and LUMO in eV: 8.8
Highest occupied orbital energy in eV: -8.091

---

6.
# C4H10NO3

A cluster of 2 separate species, C4H10NO3 in total in a non-equilibrium geometry (ωB97M-V/def2-TZVPD, the Open Molecules 2025 dataset).

Geometry (Å):
O1 -1.093410 2.039145 -1.584369
C1 -0.971517 1.126622 -0.800863
N1 -0.208871 1.167154 0.240411
C2 0.074186 0.025073 1.424941
O2 1.116474 0.378994 2.056562
C3 -1.777545 -0.107724 -0.857753
C4 -1.170894 -1.164695 -1.798007
H1 0.189364 2.071405 0.512634
H2 0.224525 -0.956957 0.863225
H3 -0.902773 -0.173720 2.086893
H4 -1.948690 -0.526126 0.223237
H5 -2.830249 0.230070 -1.231990
H6 -1.734561 -2.085862 -1.595501
H7 -0.097953 -1.426487 -1.926810
H8 -1.040611 -0.911605 -2.839235
H9 4.037979 -0.591630 2.115196
H10 3.858404 0.877296 1.714907
O3 4.276147 0.029047 1.396516

Cartesian forces (eV/Å) of the 2 atoms listed first:
-0.4 1.7 -2.2
-0.6 -0.3 1.1

Energy relative to the best compared isomer or geometry (same formula, charge and spin) in kJ/mol: 311.2
Gap between HOMO and LUMO in eV: 7.3
Highest occupied orbital energy in eV: -3.403
Total charge: -1